# 1
A 9-piece molecular cluster, C36H72O18S8 overall at a distorted geometry. Source: OMol25; level of theory: ωB97M-V with the def2-TZVPD basis set.

Bonds (Å) are listed after each position.
Cartesian coordinates (Å):
1 O 6.926 7.680 22.494  S2 1.447
2 S 5.834 7.158 23.288  O1 1.447, O3 1.440, C4 1.789, C7 1.845
3 O 4.564 6.828 22.693  S2 1.440
4 C 6.451 5.821 24.305  S2 1.789, C5 1.566, H8 1.085, H9 1.106
5 C 6.994 6.486 25.615  C4 1.566, C6 1.530, H10 1.111, H11 1.076
6 C 7.037 7.996 25.374  C5 1.530, C7 1.527, H12 1.122, H13 1.087
7 C 5.722 8.357 24.685  S2 1.845, C6 1.527, H14 1.078, H15 1.096
8 H 7.141 5.173 23.776  C4 1.085
9 H 5.578 5.199 24.580  C4 1.106
10 H 6.406 6.221 26.520  C5 1.111
11 H 7.983 6.078 25.732  C5 1.076
12 H 7.841 8.333 24.669  C6 1.122
13 H 7.168 8.580 26.282  C6 1.087
14 H 5.640 9.372 24.331  C7 1.078
15 H 4.864 8.002 25.268  C7 1.096
16 O 0.618 6.690 20.438  S17 1.455
17 S -0.700 6.341 19.932  O16 1.455, O18 1.421, C19 1.793, C22 1.763
18 O -1.548 7.391 19.487  S17 1.421
19 C -0.620 5.106 18.634  S17 1.793, C20 1.484, H23 1.154, H24 1.081
20 C -1.326 3.918 19.173  C19 1.484, C21 1.509, H25 1.124, H26 1.107
21 C -1.183 3.914 20.675  C20 1.509, C22 1.531, H27 1.127, H28 1.058
22 C -1.535 5.337 21.117  S17 1.763, C21 1.531, H29 1.111, H30 1.075
23 H 0.463 4.885 18.301  C19 1.154
24 H -1.128 5.576 17.803  C19 1.081
25 H -2.419 3.938 18.914  C20 1.124
26 H -0.910 3.034 18.653  C20 1.107
27 H -0.126 3.585 20.888  C21 1.127
28 H -1.824 3.221 21.153  C21 1.058
29 H -1.270 5.619 22.159  C22 1.111
30 H -2.575 5.554 20.953  C22 1.075
31 O 3.091 11.772 23.806  S32 1.420
32 S 2.765 10.496 23.275  O31 1.420, O33 1.471, C34 1.805, C37 1.826
33 O 2.648 9.353 24.193  S32 1.471
34 C 1.324 10.402 22.192  S32 1.805, C35 1.510, H38 1.039, H39 1.105
35 C 1.833 10.078 20.807  C34 1.510, C36 1.552, H40 1.095, H41 1.108
36 C 3.098 9.184 20.908  C35 1.552, C37 1.597, H42 1.167, H43 1.083
37 C 3.938 10.061 21.945  S32 1.826, C36 1.597, H44 1.064, H45 1.072
38 H 0.802 11.288 22.341  C34 1.039
39 H 0.708 9.533 22.484  C34 1.105
40 H 0.982 9.601 20.311  C35 1.095
41 H 2.153 11.025 20.328  C35 1.108
42 H 3.637 9.225 19.873  C36 1.167
43 H 2.890 8.159 21.188  C36 1.083
44 H 4.201 10.961 21.442  C37 1.064
45 H 4.859 9.661 22.321  C37 1.072
46 O -0.250 -1.001 28.398  S47 1.432
47 S -0.267 0.399 28.097  O46 1.432, O48 1.429, C49 1.815, C52 1.861
48 O -1.467 0.897 27.502  S47 1.429
49 C 0.206 1.450 29.500  S47 1.815, C50 1.545, H53 1.107, H54 1.105
50 C 1.104 2.546 28.884  C49 1.545, C51 1.544, H55 1.114, H56 1.112
51 C 1.975 1.857 27.812  C50 1.544, C52 1.512, H57 1.069, H58 1.108
52 C 1.085 0.981 26.958  S47 1.861, C51 1.512, H59 1.075, H60 1.073
53 H 0.740 0.935 30.322  C49 1.107
54 H -0.805 1.727 29.851  C49 1.105
55 H 0.615 3.437 28.427  C50 1.114
56 H 1.595 3.053 29.743  C50 1.112
57 H 2.794 1.262 28.155  C51 1.069
58 H 2.388 2.660 27.170  C51 1.108
59 H 1.564 0.073 26.639  C52 1.075
60 H 0.536 1.430 26.154  C52 1.073
61 O -4.305 10.692 23.966  S62 1.432
62 S -4.690 9.377 24.381  O61 1.432, O63 1.445, C64 1.821, C67 1.788
63 O -6.053 9.006 24.684  S62 1.445
64 C -4.002 8.228 23.146  S62 1.821, C65 1.495, H68 1.115, H69 1.121
65 C -2.872 7.498 23.797  C64 1.495, C66 1.530, H70 1.089, H71 1.083
66 C -3.004 7.540 25.321  C65 1.530, C67 1.490, H72 1.079, H73 1.040
67 C -3.631 8.833 25.716  S62 1.788, C66 1.490, H74 1.085, H75 1.130
68 H -3.633 8.788 22.256  C64 1.115
69 H -4.853 7.531 22.932  C64 1.121
70 H -2.859 6.464 23.458  C65 1.089
71 H -1.936 7.959 23.509  C65 1.083
72 H -2.027 7.402 25.756  C66 1.079
73 H -3.631 6.784 25.661  C66 1.040
74 H -2.932 9.621 25.977  C67 1.085
75 H -4.328 8.839 26.606  C67 1.130
76 O 3.653 6.507 26.500  S77 1.456
77 S 2.466 6.665 27.329  O76 1.456, O78 1.415, C79 1.809, C82 1.837
78 O 1.487 5.643 27.319  S77 1.415
79 C 2.899 6.947 29.062  S77 1.809, C80 1.506, H83 1.117, H84 1.146
80 C 1.765 7.835 29.502  C79 1.506, C81 1.541, H85 1.084, H86 1.113
81 C 1.809 8.950 28.439  C80 1.541, C82 1.500, H87 1.057, H88 1.098
82 C 1.626 8.284 27.107  S77 1.837, C81 1.500, H89 1.099, H90 1.078
83 H 3.932 7.371 29.068  C79 1.117
84 H 2.964 5.888 29.495  C79 1.146
85 H 0.813 7.321 29.436  C80 1.084
86 H 1.853 8.260 30.527  C80 1.113
87 H 2.669 9.562 28.480  C81 1.057
88 H 1.039 9.692 28.687  C81 1.098
89 H 2.103 8.813 26.270  C82 1.099
90 H 0.614 8.021 26.848  C82 1.078
91 O -4.685 1.849 21.178  S92 1.408
92 S -4.796 2.540 22.400  O91 1.408, O93 1.440, C94 1.776, C97 1.867
93 O -3.991 3.707 22.648  S92 1.440
94 C -6.528 2.802 22.695  S92 1.776, C95 1.494, H98 1.085, H99 1.084
95 C -6.925 1.601 23.490  C94 1.494, C96 1.542, H100 1.063, H101 1.121
96 C -5.831 1.354 24.548  C95 1.542, C97 1.484, H102 1.108, H103 1.078
97 C -4.563 1.305 23.780  S92 1.867, C96 1.484, H104 1.066, H105 1.059
98 H -6.909 2.884 21.682  C94 1.085
99 H -6.680 3.752 23.196  C94 1.084
100 H -7.909 1.718 23.876  C95 1.063
101 H -6.909 0.756 22.754  C95 1.121
102 H -5.960 0.370 25.040  C96 1.108
103 H -5.862 2.154 25.270  C96 1.078
104 H -4.557 0.364 23.279  C97 1.066
105 H -3.660 1.535 24.284  C97 1.059
106 O 5.780 2.416 19.724  S107 1.466
107 S 5.299 3.277 20.808  O106 1.466, O108 1.435, C109 1.771, C112 1.869
108 O 6.055 3.261 22.028  S107 1.435
109 C 5.081 4.915 20.169  S107 1.771, C110 1.574, H113 1.103, H114 1.054
110 C 3.550 5.202 20.398  C109 1.574, C111 1.526, H115 1.102, H116 1.106
111 C 2.806 3.876 20.268  C110 1.526, C112 1.492, H117 1.090, H118 1.082
112 C 3.502 2.929 21.187  S107 1.869, C111 1.492, H119 1.083, H120 1.108
113 H 5.343 4.915 19.098  C109 1.103
114 H 5.684 5.613 20.681  C109 1.054
115 H 3.399 5.510 21.446  C110 1.102
116 H 3.184 5.972 19.694  C110 1.106
117 H 2.950 3.471 19.266  C111 1.090
118 H 1.749 4.005 20.462  C111 1.082
119 H 3.269 1.874 21.107  C112 1.083
120 H 3.349 3.176 22.256  C112 1.108
121 C -1.115 3.074 24.332  C122 1.465, H127 1.120, H128 1.116, H129 1.141
122 C -0.655 4.025 25.347  C121 1.465, O123 1.489, H130 1.077, H131 1.070
123 O -0.196 5.273 24.678  C122 1.489, C124 1.345
124 C 1.027 5.234 24.118  O123 1.345, C125 1.496, O126 1.231
125 C 1.524 6.569 23.659  C124 1.496, H132 1.116, H133 1.112, H134 1.079
126 O 1.712 4.212 24.082  C124 1.231
127 H -1.217 2.065 24.807  C121 1.120
128 H -0.284 2.980 23.593  C121 1.116
129 H -2.111 3.346 23.847  C121 1.141
130 H -1.403 4.285 26.078  C122 1.077
131 H 0.166 3.703 25.952  C122 1.070
132 H 0.987 7.349 24.250  C125 1.116
133 H 1.378 6.723 22.568  C125 1.112
134 H 2.571 6.604 23.921  C125 1.079

Properties
E_HOMO ... -9.86 eV
Total energy ... -162033.0300 eV
SMILES ... O=S1(=O)CCCC1.O=S1(=O)CCCC1.O=S1(=O)CCCC1.O=S1(=O)CCCC1.O=S1(=O)CCCC1.O=S1(=O)CCCC1.O=S1(=O)CCCC1.O=S1(=O)CCCC1.CCOC(C)=O
LUMO energy ... 0.0007 hartree


# 2
A 2-piece molecular cluster, C2H9NO overall. Source: OMol25; level of theory: ωB97M-V with the def2-TZVPD basis set.

Bonds (Å) are listed after each position.
Cartesian coordinates (Å):
1 C 1.193 -1.410 0.179  N2 1.465, H3 1.094, H4 1.089, H5 1.088
2 N -0.187 -1.276 -0.293  C1 1.465, H6 1.008, H7 1.010
3 H 1.460 -2.445 0.411  C1 1.094
4 H 1.856 -1.033 -0.599  C1 1.089
5 H 1.309 -0.789 1.064  C1 1.088
6 H -0.875 -1.488 0.412  N2 1.008
7 H -0.373 -1.801 -1.135  N2 1.010
8 C -0.831 2.012 0.146  O9 1.395, H10 1.095, H11 1.104, H12 1.092
9 O -0.302 1.212 -0.867  C8 1.395, H13 1.011
10 H -1.885 1.797 0.351  C8 1.095
11 H -0.275 1.925 1.096  C8 1.104
12 H -0.783 3.058 -0.164  C8 1.092
13 H -0.305 0.237 -0.600  O9 1.011

Properties
E_HOMO ... -9.15 eV
Total energy ... -5756.8648 eV
SMILES ... CN.CO
LUMO energy ... 0.0328 hartree


# 3
An isolated ion of composition C11H14Cl2F3N4O6S3 and charge +1 at a distorted geometry. Source: OMol25; level of theory: ωB97M-V with the def2-TZVPD basis set.

Bonds (Å) are listed after each position.
Cartesian coordinates (Å):
1 N 2.554 -1.205 4.593  C2 1.163
2 C 2.356 -1.138 3.449  N1 1.163, O3 1.290
3 O 2.235 -0.937 2.180  C2 1.290, C4 1.430
4 C 1.118 -0.092 1.890  O3 1.430, C5 1.595, N22 1.427, H30 1.084
5 C 1.568 1.405 2.201  C4 1.595, S6 1.808, N7 1.476, H31 1.084
6 S 0.383 2.347 3.190  C5 1.808, H32 1.349
7 N 1.827 2.013 0.881  C5 1.476, C8 1.478, C12 1.396
8 C 3.183 1.801 0.334  N7 1.478, C9 1.521, H33 1.079, H34 1.093
9 C 3.393 2.483 -1.010  C8 1.521, O10 1.200, Cl11 1.764
10 O 4.036 3.495 -1.075  C9 1.200
11 Cl 2.726 1.788 -2.488  C9 1.764
12 C 0.794 1.416 0.156  N7 1.396, N13 1.265, N22 1.418
13 N -0.013 2.038 -0.595  C12 1.265, C14 1.479, H35 1.014
14 C -1.152 1.433 -1.319  N13 1.479, C15 1.540, H36 1.082, H37 1.081
15 C -2.156 0.661 -0.442  C14 1.540, C16 1.530, H38 1.083, H39 1.086
16 C -2.865 -0.367 -1.326  C15 1.530, C17 1.517, H40 1.086, H41 1.081
17 C -3.558 -1.463 -0.540  C16 1.517, S18 1.818, H42 1.084, H43 1.081
18 S -4.150 -2.667 -1.768  C17 1.818, O19 1.421, O20 1.424, Cl21 2.038
19 O -3.297 -3.804 -1.764  S18 1.421
20 O -4.286 -2.003 -3.020  S18 1.424
21 Cl -6.019 -3.198 -1.155  S18 2.038
22 N 0.763 0.045 0.515  C4 1.427, C12 1.418, S23 1.683
23 S 0.829 -1.201 -0.615  N22 1.683, O24 1.421, O25 1.418, C26 1.864
24 O -0.360 -1.970 -0.495  S23 1.421
25 O 1.019 -0.694 -1.925  S23 1.418
26 C 2.223 -2.392 -0.282  S23 1.864, F27 1.314, F28 1.303, F29 1.307
27 F 3.386 -1.785 -0.209  C26 1.314
28 F 1.977 -3.119 0.771  C26 1.303
29 F 2.202 -3.159 -1.340  C26 1.307
30 H 0.329 -0.248 2.618  C4 1.084
31 H 2.507 1.534 2.726  C5 1.084
32 H -0.810 1.977 2.679  S6 1.349
33 H 3.867 2.291 1.010  C8 1.079
34 H 3.426 0.736 0.341  C8 1.093
35 H 0.162 3.032 -0.689  N13 1.014
36 H -0.828 0.842 -2.165  C14 1.082
37 H -1.692 2.266 -1.747  C14 1.081
38 H -1.737 0.250 0.469  C15 1.083
39 H -2.906 1.381 -0.129  C15 1.086
40 H -2.120 -0.824 -1.971  C16 1.086
41 H -3.555 0.118 -2.001  C16 1.081
42 H -4.447 -1.069 -0.060  C17 1.084
43 H -2.911 -2.018 0.124  C17 1.081

Properties
E_HOMO ... -13.52 eV
Total energy ... -95571.0243 eV
SMILES ... N#CO[C@H]1[C@H](S)N(CC(=O)Cl)C(NCCCCS(=O)(=O)Cl)=[N+]1S(=O)(=O)C(F)(F)F
Net charge ... +1
LUMO energy ... -0.1902 hartree